1 | Molecular formula: C4H5NOS2
Method: DFT, ωB97M-V with the def2-TZVPD basis set

Summary:
Kohn-Sham gap (alpha / beta)	7.59 / 6.89	eV
net charge	0
lowest unoccupied orbital energy (alpha / beta)	-0.0604 / -0.0756	hartree

Element x y z (Å)
C  0.99993  -0.92583  0.23004
C  0.92150  0.07304  1.21603
C  1.41040  -0.35247  -0.97509
C  1.02136  1.35122  0.79268
N  -1.88016  0.92211  0.58256
O  -1.44889  -0.33140  -1.81379
S  1.61907  1.37691  -0.78564
S  -1.74909  -0.38769  -0.32035
H  0.89531  -1.91833  0.42706
H  0.67734  -0.10823  2.16811
H  1.79382  -0.80221  -1.83504
H  -1.08083  1.65867  0.61144
H  -3.17976  -0.55577  -0.29800

Results of the Mulliken charge analysis, in e, for atoms 1 through 5:
1. C -0.9061
2. C -0.3850
3. C -0.0755
4. C -0.0814
5. N -0.4233

=====

2 | Molecular formula: C4H5NOS2
Method: DFT, ωB97M-V with the def2-TZVPD basis set

Summary:
SMILES	CSc1cnc(S)o1
Kohn-Sham gap	9.04	eV
net charge	0
lowest unoccupied orbital energy	0.0040	hartree

Element x y z (Å)
C  2.21163  -0.76147  0.81129
C  0.21214  0.40013  -0.41515
C  -0.32124  1.63622  -0.09596
C  -1.89795  0.27022  -0.21391
H  3.20493  -1.22048  0.75529
H  2.15490  0.12675  1.42946
H  1.55692  -1.59590  1.07340
H  0.02800  2.60179  -0.16014
H  -3.00961  -1.56816  -1.50723
N  -1.70770  1.49427  -0.02918
O  -0.86711  -0.55550  -0.48290
S  1.78389  -0.16303  -0.97627
S  -3.34879  -0.66484  -0.18871

Results of the Mulliken charge analysis, in e, for atoms 1 through 5:
1. C -0.8264
2. C 0.2211
3. C -0.3027
4. C 0.5191
5. H 0.3156

=====

Quick one: least stable of them? 1

=====

1 | Molecular formula: C3H7IN
Method: DFT, ωB97M-V with the def2-TZVPD basis set

Summary:
Kohn-Sham gap	8.59	eV
net charge	+1
lowest unoccupied orbital energy	-0.1775	hartree

Element x y z (Å)
C  -0.64492  -0.45584  0.97063
C  0.58942  0.11404  0.45258
C  -1.20346  0.12002  -1.06921
N  0.23932  0.64361  -0.89944
I  -2.85205  1.48146  -1.26170
H  -0.76307  -1.48217  1.04438
H  -1.25384  0.30004  1.49131
H  1.06843  0.81934  1.13834
H  1.41640  -0.58520  0.20359
H  -1.25411  -0.60493  -1.93116
H  0.26359  1.68678  -0.79715
H  0.88174  0.19761  -1.55357

Results of the Mulliken charge analysis, in e, for atoms 1 through 5:
1. C -0.3972
2. C -0.4136
3. C -0.6932
4. N -0.0816
5. I 0.2442

=====

2 | Molecular formula: C3H7IN
Method: DFT, ωB97M-V with the def2-TZVPD basis set

Summary:
Kohn-Sham gap (alpha / beta)	7.24 / 8.71	eV
net charge	+1
lowest unoccupied orbital energy (alpha / beta)	-0.2173 / -0.1790	hartree

Element x y z (Å)
C  0.36313  -0.83584  -0.77019
C  0.74547  -1.33071  0.48534
C  -0.65036  0.39574  -0.69544
N  -0.13068  1.50138  0.27322
I  -2.70030  0.01418  -0.13553
H  1.07920  -0.58769  -1.52278
H  -0.22847  -1.46871  -1.28115
H  -0.04463  -1.87669  1.13423
H  1.63155  -0.95877  1.15976
H  0.80121  1.54978  -0.02076
H  -0.35859  1.21635  1.28108
H  -0.50751  2.38098  0.09221

Results of the Mulliken charge analysis, in e, for atoms 1 through 5:
1. C -0.5242
2. C -0.6023
3. C -0.3039
4. N -0.2968
5. I 0.2212

=====

Quick one: least stable of them? 2

=====

1 | Molecular formula: C2H8NO
Method: DFT, ωB97M-V with the def2-TZVPD basis set

Summary:
Kohn-Sham gap	10.16	eV
net charge	+1
lowest unoccupied orbital energy	-0.1851	hartree

Element x y z (Å)
O  -0.42812  1.40844  2.27071
H  -0.10043  1.39657  3.13822
H  -1.21498  2.00804  2.27610
H  -0.16345  -0.09000  -2.69388
C  0.43613  0.17021  -1.77633
C  -0.22908  -0.52821  -0.64060
N  0.26584  -1.32643  0.27083
H  0.53369  1.24646  -1.53025
H  1.38650  -0.29622  -1.95236
H  -1.30372  -0.36517  -0.53509
H  1.20379  -1.86976  0.22258
H  -0.38617  -1.75393  0.95006

Results of the Mulliken charge analysis, in e, for atoms 1 through 5:
1. O -0.6284
2. H 0.3104
3. H 0.3306
4. H 0.3176
5. C -0.9336

=====

2 | Molecular formula: C2H8NO
Method: DFT, ωB97M-V with the def2-TZVPD basis set

Summary:
Kohn-Sham gap	10.81	eV
net charge	+1
lowest unoccupied orbital energy	-0.1763	hartree

Element x y z (Å)
O  -1.73320  1.24153  0.43128
H  -2.56275  0.80031  0.29684
H  -1.99312  2.07467  0.84284
H  1.23438  1.46353  -0.23495
C  1.39812  0.45632  -0.60841
C  0.83231  -0.57934  0.27232
N  -0.00905  -1.44196  -0.15044
H  1.13387  0.36570  -1.65918
H  2.48685  0.29274  -0.56433
H  1.01497  -0.54011  1.34130
H  -0.34207  -1.39640  -1.10401
H  -0.52323  -2.11303  0.41543

Results of the Mulliken charge analysis, in e, for atoms 1 through 5:
1. O -0.5910
2. H 0.3030
3. H 0.3165
4. H 0.2948
5. C -0.9875

=====

3 | Molecular formula: C2H8NO
Method: DFT, ωB97M-V with the def2-TZVPD basis set

Summary:
Kohn-Sham gap	11.49	eV
net charge	+1
lowest unoccupied orbital energy	-0.1908	hartree

Element x y z (Å)
O  0.86566  1.97024  0.60340
H  0.25825  0.51247  0.04050
H  0.59593  2.69661  1.17588
H  1.76887  2.11572  0.29697
C  -0.63825  -1.30140  0.81254
C  -0.22939  -0.69473  -1.48345
N  -0.20295  -0.38482  -0.24020
H  -1.33314  -0.75115  1.44908
H  -1.05219  -2.21198  0.38465
H  0.17052  -1.58451  1.48671
H  0.52223  -0.27369  -2.14050
H  -1.04088  -1.32084  -1.84893

Results of the Mulliken charge analysis, in e, for atoms 1 through 5:
1. O -0.6653
2. H 0.2539
3. H 0.3156
4. H 0.3165
5. C -0.7358

=====

Quick one: least stable of them? 3

=====

1 | Molecular formula: C3H7N2O
Method: DFT, ωB97M-V with the def2-TZVPD basis set

Summary:
Kohn-Sham gap (alpha / beta)	9.45 / 4.65	eV
net charge	+2
2S+1	2
lowest unoccupied orbital energy (alpha / beta)	-0.3711 / -0.5310	hartree

Element x y z (Å)
C  -0.16766  0.45131  -1.88238
C  0.55841  -0.71952  -1.54445
N  0.89628  -0.65961  -0.25226
C  0.51310  0.56559  0.19857
N  -0.09555  1.23653  -0.79376
H  -0.60480  0.67907  -2.84893
H  0.77704  -1.58612  -2.14873
H  1.24544  -1.36535  0.34770
H  0.76832  0.93850  1.18087
H  -0.33146  2.22619  -0.69998
H  -1.74132  -0.92286  2.36993
H  -0.91539  -0.02748  3.31295
O  -0.90239  -0.81625  2.76047

Results of the Mulliken charge analysis, in e, for atoms 1 through 5:
1. C -0.0597
2. C 0.0681
3. N 0.1164
4. C -0.1157
5. N 0.0755

=====

2 | Molecular formula: C3H7N2O
Method: DFT, ωB97M-V with the def2-TZVPD basis set

Summary:
Kohn-Sham gap (alpha / beta)	9.31 / 5.13	eV
net charge	+2
2S+1	2
lowest unoccupied orbital energy (alpha / beta)	-0.3768 / -0.5211	hartree

Element x y z (Å)
C  -1.35497  -1.00142  0.09832
C  -1.44017  0.09916  1.01651
N  -0.71984  1.10268  0.48629
C  -0.11662  0.66858  -0.64822
N  -0.35925  -0.66502  -0.74956
H  -1.97745  -1.87122  -0.08052
H  -1.91623  0.15652  1.98844
H  -0.80080  2.09315  0.72819
H  0.52422  1.14584  -1.38483
H  0.20286  -1.25511  -1.36494
H  2.84356  -1.11613  -0.06779
H  3.39213  0.11698  -0.77142
O  2.81208  -0.14599  -0.04153

Results of the Mulliken charge analysis, in e, for atoms 1 through 5:
1. C -0.0572
2. C -0.0058
3. N 0.0571
4. C -0.0148
5. N 0.0975

=====

Quick one: least stable of them? 2